Record 1
Formula: C31H33F10N5O3SiTi
Source: the Open Molecules 2025 dataset
Level of theory: ωB97M-V with the def2-TZVPD basis set

Each line ends with the Löwdin charge.
CARTESIAN COORDINATES (ANGSTROEM)
Ti -0.098 0.403 -0.553  1.060
C -0.499 4.047 1.932  -0.104
N -0.905 2.653 2.011  -0.201
C -1.003 2.216 3.403  -0.194
C -0.610 0.764 3.697  -0.259
N 0.760 0.494 3.339  0.047
C 1.309 -0.597 3.830  -0.250
C 2.717 -0.816 3.632  -0.169
F 3.404 0.109 2.935  0.072
C 3.413 -1.898 4.100  -0.170
F 4.747 -1.990 3.883  0.070
C 2.782 -2.911 4.819  -0.179
F 3.483 -3.975 5.307  0.042
C 1.423 -2.786 5.018  -0.180
F 0.759 -3.769 5.676  0.068
C 0.717 -1.697 4.543  -0.146
F -0.642 -1.771 4.718  0.026
C -2.106 2.495 1.224  -0.225
C -2.639 1.079 1.081  -0.209
N -1.640 0.076 0.688  -0.086
C -2.033 -1.218 0.947  -0.193
C -3.355 -1.700 0.940  -0.135
F -4.389 -0.900 0.608  0.077
C -3.678 -3.021 1.215  -0.145
F -4.966 -3.410 1.177  0.097
C -2.696 -3.945 1.498  -0.147
F -3.010 -5.230 1.753  0.095
C -1.377 -3.524 1.509  -0.140
F -0.403 -4.402 1.799  0.115
C -1.070 -2.203 1.252  -0.178
F 0.206 -1.841 1.312  0.113
H -1.286 4.727 2.325  0.080
H -0.298 4.317 0.895  0.085
H 0.407 4.205 2.505  0.076
H -2.028 2.389 3.792  0.113
H -0.334 2.853 3.982  0.104
H -1.325 0.094 3.204  0.083
H -0.788 0.626 4.778  0.110
H -1.900 2.909 0.236  0.105
H -2.942 3.094 1.652  0.119
H -3.455 1.134 0.352  0.112
H -3.089 0.765 2.029  0.114
C 3.681 3.361 -1.704  -0.123
C 2.513 2.981 -0.843  -0.339
C 2.786 3.005 0.625  -0.104
O 1.666 0.145 -0.032  -0.309
C 1.307 2.943 -1.483  -0.570
O 1.095 3.452 -2.643  -0.127
O 0.226 2.223 -0.948  -0.231
H 4.582 2.809 -1.390  0.055
H 3.955 4.440 -1.650  0.062
H 3.472 3.151 -2.754  0.055
H 3.797 2.637 0.846  0.063
H 2.092 2.428 1.226  0.043
H 2.756 4.040 1.019  0.062
H 1.735 0.226 0.930  0.006
N -2.289 -5.056 -3.538  0.153
C -1.442 -4.395 -3.141  -0.179
C -0.360 -3.572 -2.664  -0.199
C 0.944 -3.919 -2.895  -0.012
C 1.903 -3.088 -2.361  -0.019
C 1.528 -1.953 -1.662  -0.100
N 0.275 -1.588 -1.482  0.013
C -0.661 -2.407 -1.964  -0.060
H 1.196 -4.816 -3.442  0.124
H 2.955 -3.306 -2.476  0.113
H 2.240 -1.273 -1.200  0.113
H -1.692 -2.146 -1.777  0.119
C 1.093 0.244 -4.151  -0.164
Si -0.727 0.733 -4.007  0.436
C -0.924 2.489 -4.620  -0.191
C -1.683 -0.401 -5.198  -0.197
C -1.396 0.548 -2.281  -0.315
H 1.501 0.594 -5.102  0.028
H 1.230 -0.843 -4.104  0.006
H 1.687 0.704 -3.354  0.033
H -0.509 2.602 -5.628  0.021
H -0.387 3.159 -3.941  0.001
H -1.983 2.767 -4.656  0.019
H -1.312 -0.307 -6.222  0.016
H -2.746 -0.149 -5.197  0.018
H -1.595 -1.454 -4.909  0.003
H -2.103 -0.297 -2.247  -0.010
H -1.971 1.441 -2.023  0.014

Calculated values
Energy relative to the best compared isomer or geometry (same formula, charge and spin) ... 0.2897 eV
HOMO (spin up / spin down) ... -0.3 / -0.3 eV
E_LUMO (spin up / spin down) ... 3.659 / 3.659 eV
Net charge ... -2
Multiplicity ... 1

***

Record 2
Formula: C31H33N7PS3
Source: the Open Molecules 2025 dataset
Level of theory: ωB97M-V with the def2-TZVPD basis set

Each line ends with the Löwdin charge.
CARTESIAN COORDINATES (ANGSTROEM)
S -4.062 2.207 -0.623  0.970
C -2.561 2.511 -0.716  -0.850
N -1.393 2.806 -0.401  -0.270
S -0.395 1.421 -0.577  0.837
P -0.592 0.176 1.234  0.179
S -1.826 0.880 2.531  0.206
H -0.901 0.660 -1.599  -0.004
H 0.713 0.213 1.797  -0.058
H -0.819 -1.166 0.836  -0.010
N -3.677 -2.083 -2.228  0.053
C -4.395 -2.857 -3.044  -0.143
C -5.434 -2.388 -3.836  -0.070
C -5.748 -1.041 -3.775  -0.072
C -5.016 -0.220 -2.932  -0.086
C -3.996 -0.790 -2.187  -0.200
H -4.115 -3.904 -3.056  0.110
H -5.981 -3.060 -4.481  0.113
H -6.552 -0.636 -4.376  0.119
H -5.232 0.837 -2.857  0.070
H -3.393 -0.188 -1.515  0.027
N -9.777 -2.862 -3.033  0.057
C -8.552 -3.026 -2.534  -0.169
C -8.011 -4.259 -2.207  -0.082
C -8.788 -5.389 -2.405  -0.078
C -10.065 -5.242 -2.921  -0.068
C -10.508 -3.962 -3.218  -0.149
H -7.984 -2.113 -2.394  0.089
H -7.007 -4.333 -1.808  0.095
H -8.403 -6.372 -2.162  0.107
H -10.703 -6.098 -3.089  0.104
H -11.499 -3.797 -3.626  0.105
N 3.047 0.573 0.781  0.016
C 3.465 1.115 1.927  -0.180
C 4.779 1.468 2.179  -0.051
C 5.719 1.245 1.186  -0.065
C 5.309 0.682 -0.013  -0.059
C 3.970 0.368 -0.166  -0.164
H 2.692 1.266 2.675  0.089
H 5.060 1.905 3.128  0.109
H 6.757 1.504 1.342  0.077
H 6.014 0.493 -0.812  0.107
H 3.603 -0.072 -1.087  0.098
N 2.416 -1.436 3.964  0.045
C 2.418 -1.661 5.280  -0.150
C 2.941 -2.803 5.865  -0.065
C 3.490 -3.771 5.040  -0.071
C 3.497 -3.559 3.671  -0.069
C 2.952 -2.381 3.188  -0.165
H 1.976 -0.878 5.886  0.104
H 2.917 -2.931 6.939  0.106
H 3.907 -4.678 5.458  0.110
H 3.916 -4.290 2.994  0.104
H 2.939 -2.168 2.123  0.091
N -3.538 8.366 -2.131  0.064
C -4.119 7.302 -1.578  -0.148
C -3.434 6.157 -1.202  -0.082
C -2.065 6.113 -1.416  -0.091
C -1.442 7.208 -1.991  -0.069
C -2.221 8.304 -2.327  -0.143
H -5.191 7.382 -1.434  0.106
H -3.961 5.324 -0.755  0.069
H -1.490 5.239 -1.139  0.071
H -0.376 7.213 -2.175  0.103
H -1.777 9.186 -2.775  0.108
N 8.745 0.245 1.524  0.042
C 8.983 -1.068 1.522  -0.149
C 10.244 -1.623 1.663  -0.068
C 11.324 -0.768 1.811  -0.073
C 11.101 0.599 1.814  -0.067
C 9.800 1.051 1.670  -0.148
H 8.107 -1.697 1.401  0.103
H 10.377 -2.696 1.656  0.104
H 12.326 -1.162 1.922  0.109
H 11.918 1.299 1.926  0.105
H 9.577 2.113 1.670  0.105

Calculated values
HOMO ... -11.3 eV
E_LUMO ... -4.985 eV
Net charge ... +1
Multiplicity ... 1

***

Record 3
Formula: C31H33N9O4STi
Source: the Open Molecules 2025 dataset
Level of theory: ωB97M-V with the def2-TZVPD basis set

Each line ends with the Löwdin charge.
CARTESIAN COORDINATES (ANGSTROEM)
Ti -0.383 -0.489 -0.163  1.153
C 1.592 1.364 1.714  -0.114
N 1.328 0.998 0.307  -0.196
C 2.576 0.433 -0.290  -0.076
C 2.471 -0.992 -0.758  -0.240
C 3.606 -1.651 -1.196  0.020
C 3.501 -2.966 -1.621  -0.003
C 2.261 -3.587 -1.582  -0.007
C 1.173 -2.869 -1.131  -0.070
N 1.276 -1.591 -0.734  -0.020
C 0.936 2.213 -0.436  -0.115
C 0.669 1.853 -1.867  -0.260
C 0.704 2.789 -2.881  0.018
C 0.533 2.357 -4.190  -0.005
C 0.380 1.005 -4.431  -0.011
C 0.325 0.138 -3.354  -0.100
N 0.435 0.549 -2.087  0.021
C 1.591 0.139 2.597  -0.282
C 1.829 0.203 3.960  0.002
C 1.870 -0.986 4.677  -0.020
C 1.705 -2.185 4.000  -0.013
C 1.459 -2.146 2.637  -0.092
N 1.371 -1.004 1.954  0.092
H 0.862 2.102 2.050  0.132
H 2.569 1.851 1.790  0.148
H 3.390 0.476 0.434  0.145
H 2.886 1.044 -1.139  0.148
H 4.557 -1.134 -1.202  0.135
H 4.376 -3.497 -1.970  0.129
H 2.140 -4.612 -1.899  0.126
H 0.186 -3.307 -1.080  0.127
H 1.724 2.971 -0.379  0.153
H 0.026 2.624 0.000  0.100
H 0.881 3.832 -2.654  0.131
H 0.550 3.069 -5.004  0.127
H 0.270 0.624 -5.436  0.128
H 0.196 -0.924 -3.504  0.128
H 1.985 1.156 4.450  0.129
H 2.046 -0.971 5.744  0.125
H 1.767 -3.133 4.515  0.125
H 1.317 -3.058 2.070  0.124
N -1.276 0.624 1.771  0.016
C -2.530 -0.044 2.202  -0.183
C -2.242 -1.401 2.835  -0.050
C -1.459 -2.348 1.940  -0.542
O -1.241 -3.490 2.222  0.152
O -1.014 -1.777 0.818  -0.187
H -0.700 0.710 2.603  0.090
H -1.510 1.567 1.454  0.058
H -3.175 -0.161 1.333  0.101
H -3.057 0.575 2.931  0.134
H -3.171 -1.896 3.117  0.141
H -1.657 -1.292 3.754  0.137
N -7.754 -2.698 -0.722  0.152
C -6.531 -2.216 -1.024  -0.289
C -5.424 -2.512 -0.201  0.000
C -4.182 -2.008 -0.497  -0.053
C -4.023 -1.193 -1.617  -0.308
C -5.095 -0.901 -2.456  -0.047
C -6.335 -1.413 -2.166  0.001
S -2.469 -0.503 -1.965  0.730
O -1.404 -1.513 -1.656  -0.375
O -2.416 0.032 -3.286  -0.233
N -1.983 0.560 -0.800  -0.181
C -2.642 1.784 -0.799  -0.424
N -2.187 2.742 0.014  0.087
C -2.817 3.920 -0.035  -0.086
C -3.905 4.149 -0.850  -0.019
C -4.347 3.063 -1.590  -0.068
N -3.733 1.889 -1.558  0.142
H -7.894 -3.268 0.092  0.114
H -8.542 -2.518 -1.318  0.116
H -5.560 -3.153 0.661  0.121
H -3.319 -2.273 0.098  0.101
H -4.924 -0.276 -3.322  0.122
H -7.173 -1.197 -2.817  0.124
H -2.418 4.696 0.609  0.123
H -4.393 5.111 -0.889  0.116
H -5.226 3.121 -2.222  0.128

Calculated values
Energy relative to the best compared isomer or geometry (same formula, charge and spin) ... 0.0000 eV
HOMO ... -12.8 eV
E_LUMO ... -6.158 eV
Net charge ... +2
Multiplicity ... 1